Record 1
Density functional theory data (ωB97M-V/def2-TZVPD) for 4 unconnected molecules or ions with the total composition C16H36N3O8P.

**LUMO**: -1.426 eV
**SMILES**: O=C1C=C(P(O)O)C(=O)O1.COC[C@@H](C)N.COC[C@@H](C)N.COC[C@@H](C)N
**HOMO level**: -8.954 eV
**Max |F|**: 0.62 eV Å⁻¹

Structure (ORCA input):
```
! RIJCOSX wB97M-V def2-TZVPD def2/J DEFGRID3
* xyz 0 1
O 0.2527 -4.3082 -1.5692
C -0.2576 -3.3896 -2.1055
C -1.6744 -3.1668 -2.5061
C -1.8512 -1.8817 -2.8006
P -3.3792 -0.9918 -3.3685
O -4.0674 -0.8024 -1.8900
O -4.1861 -2.2596 -3.9961
C -0.5152 -1.2331 -2.6121
O -0.2243 -0.0798 -2.5457
O 0.4329 -2.2333 -2.4183
H -2.3843 -3.9808 -2.5364
H -3.7829 -1.4792 -1.2635
H -4.3532 -2.9916 -3.3892
C 4.8412 0.1673 0.7679
O 3.8407 0.0642 -0.2236
C 2.8794 -0.9540 -0.0219
C 1.7477 -0.5871 0.9449
C 2.1555 -0.5827 2.4149
N 1.1168 0.6935 0.6188
H 5.1233 -0.8164 1.1570
H 4.5330 0.8031 1.6024
H 5.7161 0.6183 0.3014
H 2.4418 -1.1363 -1.0053
H 3.3761 -1.8803 0.2992
H 0.9857 -1.3646 0.8172
H 2.7033 0.3246 2.6708
H 1.2684 -0.6126 3.0469
H 2.7812 -1.4432 2.6590
H 0.7202 0.6507 -0.3159
H 1.8470 1.3974 0.5527
C 8.2109 3.4417 3.0458
O 6.9447 3.0115 2.5895
C 6.0689 4.0348 2.1590
C 6.3015 4.5253 0.7253
C 7.5206 5.4266 0.5587
N 6.3844 3.4233 -0.2354
H 8.1354 4.3964 3.5768
H 8.9315 3.5486 2.2311
H 8.5802 2.6843 3.7361
H 5.0704 3.5923 2.2068
H 6.0940 4.8751 2.8669
H 5.4159 5.1151 0.4668
H 8.4432 4.8456 0.5386
H 7.4574 5.9635 -0.3870
H 7.5914 6.1584 1.3656
H 5.5135 2.9009 -0.2141
H 7.0915 2.7733 0.0974
C -10.2612 -2.6176 -1.1721
O -9.2683 -1.7807 -1.7297
C -8.4893 -1.0509 -0.8038
C -7.3252 -1.8310 -0.1853
C -7.7414 -2.8526 0.8682
N -6.4981 -2.4910 -1.2001
H -10.7047 -2.1637 -0.2797
H -9.8736 -3.6049 -0.9085
H -11.0381 -2.7424 -1.9251
H -8.0732 -0.2165 -1.3734
H -9.1321 -0.6308 -0.0181
H -6.6940 -1.0846 0.3081
H -8.1416 -3.7566 0.4085
H -6.8775 -3.1479 1.4629
H -8.4971 -2.4456 1.5419
H -6.1157 -1.7878 -1.8247
H -7.1111 -3.0564 -1.7824
*
```

Results of the natural (NBO) charge analysis, in e, for atoms 1 through 5: -0.48 0.75 -0.25 -0.44 1.41



Record 2
Density functional theory data (ωB97M-V/def2-TZVPD) for a single C18H18N2O2 molecule.

**LUMO**: 0.563 eV
**SMILES**: CC1(C)c2ccccc2N2CC(=O)N[C@@]21/C=C/c1ccco1
**HOMO level**: -8.053 eV
**Max |F|**: 4.66 eV Å⁻¹
**Energy above the lowest of the compared OMol25 structures with the same formula, charge and spin**: 548.4 kJ/mol

Structure (ORCA input):
```
! RIJCOSX wB97M-V def2-TZVPD def2/J DEFGRID3
* xyz 0 1
C 0.4287 0.9864 2.7636
C 0.5433 0.8576 1.2596
C 1.8930 0.3757 0.7971
C 0.3361 2.1405 0.5384
C 0.8821 3.3395 0.8207
C 0.4213 4.4238 0.0298
C -0.3956 4.3824 -1.1049
C -0.9796 3.0783 -1.2754
C -0.6280 1.9033 -0.4382
N -1.2772 0.5971 -0.3835
C -2.7495 0.5343 -0.2013
C -2.9138 -0.4051 0.9743
O -3.7465 -1.1148 1.5023
N -1.7143 -0.5744 1.6298
C -0.6850 -0.1019 0.7052
C -0.2306 -1.4735 0.1694
C -0.1055 -1.8387 -1.1768
C 0.4355 -3.1269 -1.7142
C 1.2501 -3.8799 -0.8944
C 1.9473 -4.7545 -1.8081
C 1.4163 -4.5666 -3.0432
O 0.3877 -3.6600 -3.0307
H 1.3802 1.2889 3.2847
H 0.0806 0.0674 3.2536
H -0.3208 1.7982 2.9538
H 2.7200 0.7988 1.3377
H 1.9970 0.3924 -0.3396
H 1.9658 -0.7230 0.9889
H 1.5833 3.4639 1.5414
H 0.8678 5.3739 0.2339
H -0.4964 5.2996 -1.7786
H -1.6730 2.7909 -2.0518
H -3.2607 1.4491 -0.1124
H -3.2609 0.1073 -1.1331
H -1.6677 -1.4864 2.0697
H -0.0038 -2.1876 0.9519
H -0.2690 -1.1335 -1.9453
H 1.5744 -3.6459 0.1035
H 2.5757 -5.5765 -1.6254
H 1.6915 -5.2003 -3.8523
*
```

Results of the natural (NBO) charge analysis, in e, for atoms 1 through 5: -0.61 -0.08 -0.61 -0.04 -0.22



Record 3
Density functional theory data (ωB97M-V/def2-TZVPD) for 2 unconnected molecules or ions with the total composition C2Cl3F3.

**LUMO (alpha / beta)**: -0.501 / -1.058 eV
**HOMO level (alpha / beta)**: -9.143 / -9.807 eV
**Max |F|**: 3.89 eV Å⁻¹
**Energy above the lowest of the compared OMol25 structures with the same formula, charge and spin**: 344.8 kJ/mol

Structure (ORCA input):
```
! RIJCOSX wB97M-V def2-TZVPD def2/J DEFGRID3
* xyz 0 1
C 0.8751 -0.0581 1.0169
C -0.8577 0.0525 -1.0239
F 2.0269 0.5402 0.5999
F 1.0142 -1.2966 1.2349
F 0.3409 0.6401 2.0718
Cl -2.3589 -0.4403 -0.2091
Cl -0.7752 1.7005 -1.6422
Cl -0.2654 -1.1383 -2.0483
*
```

Results of the natural (NBO) charge analysis, in e, for atoms 1 through 5: 1.01 -0.26 -0.33 -0.29 -0.33



Record 4
Density functional theory data (ωB97M-V/def2-TZVPD) for a molecular structure, CH8Na8O7.

**LUMO (alpha / beta)**: -25.980 / -28.012 eV
**⟨S²⟩**: 0.7590
**HOMO level (alpha / beta)**: -32.780 / -32.361 eV
**Max |F|**: 7.59 eV Å⁻¹
**Energy above the lowest of the compared OMol25 structures with the same formula, charge and spin**: 185.1 kJ/mol

Structure (ORCA input):
```
! RIJCOSX wB97M-V def2-TZVPD def2/J DEFGRID3
* xyz 7 2
Na -1.2950 3.3704 0.0099
Na -4.0221 -1.1388 1.0371
Na -3.3931 1.1574 -1.4977
Na 1.9402 1.5490 -1.4825
Na -0.6195 -2.6300 0.1931
Na -0.7288 2.6942 -3.1131
Na -3.2235 -1.9458 -2.0877
Na -0.5837 -0.5282 -3.4036
C -0.9153 0.1544 -0.4059
O 0.1474 -0.1302 0.1720
O -1.9232 -0.5138 -0.1418
O -0.8322 1.0795 -1.1984
O 2.5259 -0.8964 -1.0926
H 1.6947 -1.0248 -0.6356
H 2.6590 -1.7086 -1.5813
O 1.5714 -2.1455 1.4247
H 2.4546 -2.0177 1.0785
H 1.1027 -1.3451 1.1882
O 1.6942 2.1767 1.0331
H 1.8539 2.1376 1.9761
H 1.2692 1.3442 0.8269
O -0.2029 0.3656 2.7311
H -0.2166 0.0520 1.8268
H -0.9573 -0.0559 3.1427
*
```

Results of the natural (NBO) charge analysis, in e, for atoms 1 through 5: 1.00 1.00 0.98 0.98 0.99



Record 5
Density functional theory data (ωB97M-V/def2-TZVPD) for a single CH3PS molecule.

**LUMO (alpha / beta)**: -0.837 / -0.836 eV
**HOMO level (alpha / beta)**: -8.739 / -8.738 eV
**Max |F|**: 3.21 eV Å⁻¹
**Energy above the lowest of the compared OMol25 structures with the same formula, charge and spin**: 155.7 kJ/mol

Structure (ORCA input):
```
! RIJCOSX wB97M-V def2-TZVPD def2/J DEFGRID3
* xyz 0 1
C 0.1959 -0.6925 -0.4177
P -1.7573 0.9173 -0.1081
S -1.4158 -1.1866 0.0680
H 0.4144 -0.6227 -1.4668
H 0.9484 -0.5198 0.3255
H -1.2775 1.2081 1.1777
*
```

Results of the natural (NBO) charge analysis, in e, for atoms 1 through 5: -0.54 0.22 -0.04 0.21 0.21



Record 6
Density functional theory data (ωB97M-V/def2-TZVPD) for 2 unconnected molecules or ions with the total composition C6H16N.

**LUMO (alpha / beta)**: -7.133 / -13.921 eV
**⟨S²⟩**: 0.7529
**HOMO level (alpha / beta)**: -18.863 / -18.851 eV
**Max |F|**: 2.06 eV Å⁻¹
**Energy above the lowest of the compared OMol25 structures with the same formula, charge and spin**: 327.3 kJ/mol

Structure (ORCA input):
```
! RIJCOSX wB97M-V def2-TZVPD def2/J DEFGRID3
* xyz 2 2
C -2.0739 0.5844 1.8093
C -2.6458 -0.5892 1.9720
N -0.5666 0.6340 1.7083
H -2.5997 1.5222 1.7153
H -3.7173 -0.6356 1.8491
H -2.1055 -1.4395 2.3762
H -0.1081 0.8055 2.6107
H -0.3570 -0.2970 1.3584
H -0.2820 1.3231 1.0152
C 2.4782 -0.8937 -1.3125
C 1.3276 -0.0202 -0.9456
C 1.0528 1.1699 -1.9529
C -0.0333 -0.8985 -1.0235
H 2.7386 -1.6032 -0.5135
H 2.2846 -1.4891 -2.2028
H 3.3632 -0.2316 -1.4169
H 1.5292 0.3986 0.0385
H 0.1043 1.6846 -1.8154
H 1.2084 0.8041 -2.9686
H 1.8153 1.9230 -1.6752
H 0.1088 -1.7833 -0.3935
H -0.9103 -0.2965 -0.8078
H -0.0933 -1.2560 -2.0497
*
```

Results of the natural (NBO) charge analysis, in e, for atoms 1 through 5: -0.09 -0.32 -0.70 0.26 0.27